1.
Here is 7 unconnected molecules or ions with the total composition C26H54N6O19P from the OMol25 dataset. Energies are from ωB97M-V/def2-TZVPD.

The geometry in XYZ format:
```
106
Properties=species:S:1:pos:R:3
N -3.868 -2.891 4.051
P -3.505 -1.397 3.929
N -4.080 -0.655 2.471
C -3.262 -0.147 1.339
C -1.816 0.104 1.632
C -1.532 1.155 2.719
N -2.663 2.068 2.930
C -5.400 -0.542 2.364
N -6.293 -0.883 3.303
C -7.473 -0.588 2.814
C -8.727 -0.761 3.570
C -8.998 0.502 4.382
C -10.067 0.401 5.378
O -8.560 0.487 5.657
N -7.364 -0.086 1.586
N -6.030 -0.044 1.291
H -4.437 -3.098 4.858
H -2.142 -1.185 3.819
H -4.023 -0.565 4.928
H -3.331 -0.892 0.556
H -3.705 0.777 0.986
H -1.407 0.488 0.706
H -1.294 -0.827 1.810
H -1.206 0.668 3.631
H -0.674 1.725 2.395
H -2.333 3.014 3.009
H -3.147 1.846 3.787
H -9.577 -0.908 2.915
H -8.591 -1.556 4.284
H -8.933 1.444 3.853
H -10.393 1.360 5.733
H -10.283 -0.505 5.907
H -8.093 0.240 0.978
H -5.650 0.294 0.425
C -0.415 -2.448 -3.202
O -0.989 -2.343 -1.886
C -0.991 -3.474 -1.188
O -0.581 -4.538 -1.555
O -1.540 -3.227 0.008
C -1.610 -4.383 0.864
H -0.483 -1.457 -3.638
H 0.629 -2.747 -3.143
H -0.975 -3.160 -3.804
H -0.613 -4.768 1.067
H -2.218 -5.159 0.407
H -2.075 -4.056 1.790
C 4.134 1.629 1.192
O 3.968 0.387 0.499
C 2.788 -0.184 0.658
O 1.874 0.245 1.325
O 2.775 -1.331 -0.028
C 1.564 -2.090 0.069
H 5.138 1.974 0.969
H 3.415 2.365 0.840
H 4.030 1.487 2.265
H 0.727 -1.516 -0.314
H 1.377 -2.394 1.097
H 1.712 -2.975 -0.546
C -0.221 2.921 -1.126
O -1.533 2.565 -1.576
C -2.155 3.533 -2.248
O -1.706 4.618 -2.493
O -3.360 3.087 -2.603
C -4.132 4.038 -3.350
H 0.170 2.051 -0.603
H 0.430 3.162 -1.959
H -0.264 3.764 -0.440
H -3.626 4.297 -4.277
H -4.309 4.935 -2.762
H -5.075 3.550 -3.573
C 4.513 -3.879 -1.892
O 4.687 -4.987 -2.783
C 4.445 -4.756 -4.072
O 4.094 -3.715 -4.564
O 4.657 -5.887 -4.733
C 4.436 -5.799 -6.144
H 4.733 -4.253 -0.896
H 5.199 -3.072 -2.136
H 3.489 -3.515 -1.926
H 5.109 -5.072 -6.593
H 3.403 -5.530 -6.354
H 4.646 -6.787 -6.541
C 4.985 -1.199 -6.227
O 4.609 0.164 -6.467
C 3.517 0.577 -5.849
O 2.815 -0.068 -5.112
O 3.321 1.853 -6.185
C 2.176 2.444 -5.584
H 5.888 -1.357 -6.809
H 5.191 -1.369 -5.174
H 4.208 -1.880 -6.561
H 2.274 2.432 -4.502
H 1.268 1.922 -5.881
H 2.142 3.470 -5.939
C 6.243 5.997 5.357
O 6.233 5.243 4.140
C 7.258 4.404 4.013
O 8.141 4.242 4.810
O 7.136 3.772 2.846
C 8.184 2.834 2.579
H 5.362 6.630 5.324
H 6.191 5.336 6.219
H 7.136 6.614 5.418
H 8.202 2.052 3.335
H 9.148 3.336 2.540
H 7.960 2.401 1.609
```

HOMO level: -11.9 eV
Frontier orbital gap: 0.3415 Eh
Net charge: +1
LUMO energy: -2.6 eV
E: -3122.27572 Eh


2.
Here is 2 unconnected molecules or ions with the total composition C3H4O2S from the OMol25 dataset. Energies are from ωB97M-V/def2-TZVPD.

The geometry in XYZ format:
```
10
Properties=species:S:1:pos:R:3
C 1.938 -0.194 0.322
C 1.412 0.863 -0.213
C -1.904 -0.660 -0.449
O 2.410 -1.090 0.866
O -1.427 -1.784 -0.441
S -1.750 0.544 0.754
H 0.575 0.902 -0.773
H 2.255 1.646 -0.425
H -2.495 -0.188 -1.246
H -1.013 -0.039 1.605
```

HOMO level: -9.4 eV
Frontier orbital gap: 0.3682 Eh
SMILES: C=C=O.O=CS
Relative energy (zero: lowest compared OMol25 entry of this formula, charge and spin): 2.087 eV
LUMO energy: 0.6 eV
E: -665.30892 Eh


3.
Here is a molecular structure, C25H34As2ClNNiO11 from the OMol25 dataset. Energies are from ωB97M-V/def2-TZVPD.

The geometry in XYZ format:
```
75
Properties=species:S:1:pos:R:3
Ni -1.507 -1.243 1.579
N -3.480 -1.726 1.965
H -4.119 -0.952 2.109
H -3.537 -2.333 2.775
H -3.782 -2.235 1.123
C 0.028 -3.145 -3.388
O -0.536 -2.177 -2.511
C -0.919 0.713 -2.587
O -1.986 1.159 -2.949
C -0.647 0.740 -1.115
C -1.044 1.805 -0.380
As -0.318 3.585 -0.881
C 0.025 3.482 -2.806
C 1.457 2.790 -0.311
C 1.810 1.528 -0.052
As 0.658 -0.110 0.001
C 1.803 -1.364 -0.941
C 3.221 1.128 0.282
O 4.014 0.871 -0.582
O 3.506 0.899 1.568
C 2.625 1.395 2.587
C 2.499 3.843 -0.125
O 3.472 3.757 0.580
O 2.205 4.939 -0.843
C 3.134 6.023 -0.712
C -1.141 1.856 1.113
O -0.688 2.762 1.766
O -1.959 0.923 1.692
C -2.253 1.234 3.082
H 1.076 -2.880 -3.515
H -0.462 -3.145 -4.363
H -0.044 -4.143 -2.948
H -0.915 3.536 -3.351
H 0.585 2.604 -3.114
H 0.623 4.368 -3.020
H 2.209 -0.972 -1.869
H 1.211 -2.258 -1.104
H 2.624 -1.581 -0.257
H 2.566 2.480 2.532
H 3.078 1.094 3.527
H 1.630 0.952 2.513
H 2.743 6.822 -1.334
H 4.120 5.714 -1.054
H 3.198 6.339 0.327
H -2.857 0.412 3.447
H -2.791 2.178 3.122
H -1.333 1.282 3.654
C 0.430 -1.838 5.187
C 0.030 -2.186 3.754
C -0.850 -3.441 3.756
C 1.284 -2.451 2.915
O -0.678 -1.092 3.234
H 0.978 -2.653 5.663
H -0.462 -1.622 5.777
H 1.061 -0.947 5.186
H -0.312 -4.309 4.142
H -1.179 -3.684 2.739
H -1.731 -3.278 4.382
H 1.897 -3.248 3.343
H 1.889 -1.544 2.851
H 1.006 -2.752 1.899
Cl -1.609 -0.568 -7.029
C -1.481 -0.803 -5.292
C -2.518 -1.418 -4.693
C -2.757 -1.883 -3.342
C -1.891 -2.197 -2.374
C 0.077 0.174 -3.552
C -0.212 -0.278 -4.787
C -2.363 -2.413 -0.950
O -3.541 -2.661 -0.717
O -1.418 -2.267 -0.083
H -3.366 -1.589 -5.347
H -3.799 -2.013 -3.083
H 1.118 0.357 -3.306
H 0.598 -0.341 -5.506
```

Spin multiplicity: 3
HOMO level (spin up / spin down): -8.7 / -8.6 eV
Frontier orbital gap (spin up / spin down): 0.2677 / 0.2626 Eh
Relative energy (zero: lowest compared OMol25 entry of this formula, charge and spin): 4.691 eV
LUMO energy (spin up / spin down): -1.4 / -1.4 eV
E: -8295.36163 Eh


4.
Here is a molecular structure, C44H37Cl8N3O2PRhS5Si from the OMol25 dataset. Energies are from ωB97M-V/def2-TZVPD.

The geometry in XYZ format:
```
102
Properties=species:S:1:pos:R:3
Rh -0.757 -0.010 -0.011
S -3.663 0.844 4.965
C -4.181 0.846 6.585
C -3.148 0.635 7.445
C -1.911 0.474 6.766
C -2.022 0.569 5.410
C -0.963 0.409 4.394
C -1.276 0.484 3.022
N -0.413 0.262 2.062
C 0.876 0.024 2.384
C 1.301 -0.040 3.706
C 2.694 -0.272 3.978
C 3.587 -0.380 2.973
C 3.175 -0.269 1.600
C 4.081 -0.311 0.524
C 3.634 -0.155 -0.759
C 2.247 0.023 -0.938
N 1.378 0.029 0.041
C 1.828 -0.094 1.312
C 4.513 -0.151 -1.943
C 4.152 -0.053 -3.254
C 5.264 -0.072 -4.142
C 6.448 -0.184 -3.484
S 6.224 -0.266 -1.796
C 0.340 0.144 4.718
H -5.225 0.995 6.816
H -3.262 0.597 8.519
H -0.972 0.295 7.276
H -2.278 0.743 2.703
H 3.013 -0.336 5.012
H 4.640 -0.529 3.184
H 5.139 -0.447 0.724
H 1.855 0.177 -1.932
H 3.123 0.019 -3.591
H 5.181 -0.006 -5.218
H 7.443 -0.227 -3.901
H 0.652 0.103 5.755
C -1.415 6.951 -1.866
C -1.922 5.536 -2.047
C -1.633 4.962 -3.420
O -1.420 4.659 -0.990
P 0.032 4.471 -0.428
S 0.597 5.685 0.983
S 0.180 2.666 0.435
O 0.916 4.616 -1.746
C 2.372 4.577 -1.728
C 2.863 3.173 -2.017
C 2.822 5.574 -2.770
H -1.976 7.619 -2.523
H -0.354 7.021 -2.118
H -1.548 7.282 -0.836
H -2.995 5.505 -1.870
H -0.561 4.874 -3.587
H -2.054 5.629 -4.176
H -2.089 3.978 -3.539
H 2.698 4.904 -0.739
H 2.374 2.787 -2.915
H 2.630 2.507 -1.188
H 3.944 3.177 -2.174
H 2.451 5.283 -3.756
H 3.912 5.614 -2.801
H 2.444 6.570 -2.533
Cl -2.686 -0.726 -3.272
Si -0.879 -0.202 -2.348
Cl 0.373 -1.772 -3.106
Cl -0.177 1.382 -3.523
N -0.117 -2.252 0.094
S -0.501 -3.631 0.772
C -1.827 -4.433 -0.143
C -2.422 -3.742 -1.180
C -3.511 -4.309 -1.832
C -3.990 -5.548 -1.432
C -3.381 -6.232 -0.383
C -2.297 -5.673 0.273
C 0.836 -4.737 0.354
C 1.007 -5.216 -0.939
C 2.108 -6.009 -1.221
C 3.023 -6.318 -0.220
C 2.844 -5.835 1.068
C 1.745 -5.037 1.360
H 0.266 -2.425 -0.834
H -2.051 -2.765 -1.464
H -3.984 -3.769 -2.643
H -4.847 -5.983 -1.932
H -3.758 -7.198 -0.073
H -1.821 -6.195 1.097
H 0.292 -4.969 -1.714
H 2.249 -6.390 -2.225
H 3.881 -6.937 -0.449
H 3.555 -6.079 1.847
H 1.593 -4.643 2.358
Cl -2.734 -2.081 1.971
C -3.561 -1.012 0.862
C -2.836 -0.064 0.134
C -3.652 0.841 -0.567
Cl -2.919 2.160 -1.404
C -5.039 0.750 -0.640
Cl -5.958 1.887 -1.554
C -5.696 -0.284 0.018
Cl -7.403 -0.464 -0.111
C -4.951 -1.159 0.793
Cl -5.760 -2.424 1.647
```

HOMO level (spin up / spin down): -7.0 / -7.0 eV
Frontier orbital gap (spin up / spin down): 0.2177 / 0.2168 Eh
Relative energy (zero: lowest compared OMol25 entry of this formula, charge and spin): 1.453 eV
LUMO energy (spin up / spin down): -1.1 / -1.1 eV
E: -8427.80286 Eh


5.
Here is a molecular structure, C5H8N2O from the OMol25 dataset. Energies are from ωB97M-V/def2-TZVPD.

The geometry in XYZ format:
```
16
Properties=species:S:1:pos:R:3
C -0.994 -1.124 -0.099
C 0.040 -0.307 0.032
C -0.072 1.040 0.327
C -1.092 1.670 -0.235
C 1.463 -0.626 -0.074
H -2.246 0.048 1.189
H -2.972 -1.607 0.060
H -1.319 -2.437 -0.389
H 0.871 1.364 0.750
H -1.447 2.773 -0.033
H -1.639 1.163 -1.123
H 1.494 -1.777 -0.054
H 4.204 0.527 -0.210
N -2.403 -0.668 0.026
N 2.403 0.235 -0.345
O 3.709 -0.274 0.179
```

HOMO level: -8.3 eV
Frontier orbital gap: 0.3065 Eh
Relative energy (zero: lowest compared OMol25 entry of this formula, charge and spin): 8.341 eV
LUMO energy: 0.1 eV
E: -379.78167 Eh


6.
Here is a single C5H9N molecule from the OMol25 dataset. Energies are from ωB97M-V/def2-TZVPD.

The geometry in XYZ format:
```
15
Properties=species:S:1:pos:R:3
N 2.448 0.570 2.294
C 1.920 0.430 0.939
C 0.416 0.359 0.905
C -0.248 0.020 -0.231
C -1.658 -0.099 -0.467
C -2.113 -0.716 -1.730
H 3.417 0.496 2.265
H 2.322 -0.269 0.185
H 2.354 1.366 1.038
H -0.096 0.582 1.866
H 0.364 -0.202 -1.102
H -2.343 0.045 0.365
H -1.813 -1.766 -1.868
H -1.750 -0.119 -2.618
H -3.220 -0.697 -1.840
```

HOMO level: -6.7 eV
Frontier orbital gap: 0.2019 Eh
Relative energy (zero: lowest compared OMol25 entry of this formula, charge and spin): 5.850 eV
LUMO energy: -1.2 eV
E: -250.45195 Eh


7.
Here is 2 unconnected molecules or ions with the total composition C4H12NO3 from the OMol25 dataset. Energies are from ωB97M-V/def2-TZVPD.

The geometry in XYZ format:
```
20
Properties=species:S:1:pos:R:3
O 1.188 -1.966 1.667
C 0.148 -1.410 1.549
O -1.005 -1.683 2.173
C -0.032 -0.204 0.612
C 1.264 0.527 0.516
C 2.264 -0.280 -0.434
N -1.166 0.715 1.291
H -0.932 -2.283 2.932
H -0.553 -0.267 -0.407
H 1.863 0.662 1.379
H 1.211 1.545 0.147
H 1.535 -0.756 -1.088
H 2.914 -0.932 0.129
H 2.965 0.339 -1.018
H -0.948 1.677 0.994
H -1.130 0.716 2.324
H -2.127 0.470 1.045
H -2.184 0.362 -4.461
H -2.681 1.559 -5.125
O -2.594 1.211 -4.226
```

HOMO level: -14.1 eV
Frontier orbital gap: 0.3782 Eh
Relative energy (zero: lowest compared OMol25 entry of this formula, charge and spin): 1.518 eV
Net charge: +1
LUMO energy: -3.8 eV
E: -439.81874 Eh


8.
Here is a molecular structure, C31H46BrFeGeN2O4SeSi from the OMol25 dataset. Energies are from ωB97M-V/def2-TZVPD.

The geometry in XYZ format:
```
88
Properties=species:S:1:pos:R:3
Fe -0.888 -0.478 -0.941
Br 4.523 -3.425 3.358
C 3.305 -2.495 2.178
C 3.904 -1.752 1.138
C 3.132 -1.085 0.219
C 1.701 -1.211 0.189
O 1.027 -0.870 -0.845
C 1.086 -1.792 1.381
C -0.219 -1.394 1.741
N -0.794 -0.318 1.193
C -0.746 0.963 1.689
C -0.715 1.411 3.003
C -0.372 2.741 3.224
C -0.150 3.669 2.238
C -0.292 3.288 0.876
C -0.115 4.160 -0.200
C -0.540 3.784 -1.438
C -0.992 2.450 -1.610
N -0.814 1.519 -0.687
C -0.651 1.966 0.624
C 1.912 -2.525 2.306
H 4.978 -1.760 1.028
H 3.568 -0.378 -0.447
H -0.621 -1.930 2.552
H -0.865 0.747 3.837
H -0.344 3.072 4.303
H 0.150 4.677 2.511
H 0.261 5.186 -0.013
H -0.531 4.524 -2.284
H -1.301 2.119 -2.619
H 1.441 -3.243 3.024
C -2.304 -3.598 0.649
C -1.827 -3.982 -0.764
C -2.879 -4.724 -1.622
C -0.586 -4.875 -0.849
O -1.488 -2.687 -1.408
Ge -2.584 -1.831 -2.773
O -2.912 -0.558 -1.343
C -4.224 -0.161 -0.858
C -4.083 0.437 0.535
C -4.920 0.719 -1.937
C -5.075 -1.392 -0.694
O -1.113 -0.578 -3.144
C -0.204 -0.886 -4.292
C 0.362 -2.280 -4.144
C 0.818 0.251 -4.218
C -1.080 -0.716 -5.537
H -2.356 -4.568 1.177
H -3.328 -3.212 0.699
H -1.700 -2.867 1.136
H -2.925 -5.704 -1.219
H -2.555 -4.839 -2.672
H -3.858 -4.195 -1.562
H -0.730 -5.889 -0.467
H 0.221 -4.301 -0.311
H -0.358 -4.970 -1.879
H -3.735 1.474 0.546
H -3.464 -0.209 1.233
H -5.050 0.442 0.958
H -4.288 1.447 -2.467
H -5.651 1.346 -1.480
H -5.334 0.038 -2.730
H -4.697 -2.024 0.077
H -5.331 -1.955 -1.612
H -6.049 -1.076 -0.272
H 0.814 -2.449 -3.161
H 1.082 -2.494 -4.952
H -0.410 -3.038 -4.227
H 1.561 0.104 -3.390
H 0.354 1.208 -4.059
H 1.339 0.320 -5.193
H -1.710 -1.624 -5.668
H -0.509 -0.496 -6.484
H -1.685 0.149 -5.348
C 5.329 2.018 3.663
Si 5.103 3.821 3.589
C 6.628 4.931 3.318
C 4.248 4.638 5.049
Se 3.983 4.327 1.667
H 5.714 1.823 4.681
H 6.156 1.650 2.957
H 4.374 1.493 3.426
H 7.215 4.937 4.206
H 6.276 5.946 3.102
H 7.228 4.562 2.458
H 4.720 4.497 6.041
H 3.206 4.272 5.126
H 4.230 5.707 4.914
```

Spin multiplicity: 6
HOMO level (spin up / spin down): -7.4 / -7.4 eV
Frontier orbital gap (spin up / spin down): 0.2409 / 0.2019 Eh
Relative energy (zero: lowest compared OMol25 entry of this formula, charge and spin): 0.000 eV
LUMO energy (spin up / spin down): -0.9 / -2.0 eV
E: -10224.92347 Eh